19
Properties=species:S:1:pos:R:3:forces:R:3:mulliken_charge:R:1 method="wB97M-V/def2-TZVPD" smiles="C/C=C1/C=CCC1.[H][H]" relative_energy_ev=1.4692 orbital_gap_ha=0.341 e_lumo_ev=1.2
C -0.07865 1.19808 2.36575 0.005 -0.079 0.049 -1.16
C -0.03686 1.39820 0.87925 0.014 0.028 -0.055 -0.22
C 0.14972 0.44559 -0.03617 0.020 0.018 0.008 0.60
C 0.27993 0.66562 -1.48626 0.042 -0.047 -0.030 -0.79
C 0.71175 -0.43654 -2.10505 -0.043 0.078 0.027 -0.36
C 0.93675 -1.57361 -1.13651 0.006 -0.035 -0.004 -0.62
C 0.31118 -1.05138 0.17739 0.020 -0.019 0.097 -0.54
H 0.63926 1.86008 2.86557 -0.109 -0.089 -0.067 0.30
H -1.06748 1.43313 2.77955 0.120 -0.023 -0.078 0.28
H 0.16392 0.16804 2.64505 -0.058 0.153 -0.042 0.29
H -0.15216 2.42523 0.52872 0.033 -0.158 0.028 0.34
H 0.08836 1.62633 -1.95688 0.038 -0.156 0.057 0.37
H 0.93091 -0.51676 -3.16626 -0.058 0.031 0.158 0.41
H 0.48564 -2.51338 -1.47480 0.052 0.142 0.049 0.30
H 2.01230 -1.76640 -1.02009 -0.137 0.029 -0.031 0.27
H 0.90599 -1.29915 1.06161 -0.063 0.047 -0.142 0.32
H -0.68092 -1.50021 0.31836 0.147 0.082 -0.008 0.21
H -2.61796 -0.32560 -0.94089 -0.037 0.007 0.040 -0.10
H -2.98167 -0.23726 -0.29833 0.009 -0.008 -0.055 0.10